1.
50
Properties=species:S:1:pos:R:3:forces:R:3:nbo_charge:R:1 method="wB97M-V/def2-TZVPD" fmax_ev_per_a=1.4 lumo_energy_ev="-3.8 / -4.0" s_squared=2.020 charge=+1 spin_multiplicity=3 gap_ev="6.81 / 7.04"
W -0.368 -0.061 -0.478 1.41 0.24 0.12 1.94
C -0.456 -3.483 2.349 -0.10 -0.06 0.00 -0.26
C -0.811 -2.624 1.306 -0.13 -0.05 0.04 0.11
N -0.004 -1.683 0.856 0.36 -0.19 0.30 -0.52
C 1.254 -1.559 1.401 -0.11 -0.02 -0.22 0.23
C 1.649 -2.324 2.501 0.08 -0.03 0.18 -0.10
C 0.755 -3.313 2.958 0.07 -0.08 0.12 -0.07
C 2.899 -2.049 3.115 -0.09 -0.11 0.03 -0.18
C 3.665 -1.040 2.624 0.07 0.15 -0.12 -0.17
C 3.285 -0.314 1.466 0.38 0.03 0.05 -0.21
C 2.128 -0.602 0.804 -0.25 -0.04 -0.27 0.14
N 1.614 -0.023 -0.378 0.30 0.10 0.03 -0.65
C 2.293 0.864 -1.242 -0.25 -0.14 0.22 0.14
C 3.637 0.978 -1.440 0.31 0.10 -0.10 -0.21
C 4.153 1.915 -2.373 0.04 -0.16 0.15 -0.17
C 3.331 2.709 -3.108 -0.08 0.07 -0.07 -0.19
C 1.926 2.579 -2.965 0.08 0.07 -0.16 -0.09
C 0.994 3.312 -3.730 0.12 0.08 -0.08 -0.07
C -0.345 3.093 -3.574 -0.12 0.03 -0.03 -0.26
C -0.770 2.143 -2.642 -0.14 0.08 -0.06 0.11
N 0.068 1.454 -1.894 0.40 0.27 -0.22 -0.52
C 1.423 1.655 -2.046 -0.13 -0.03 0.17 0.21
H -1.154 -4.243 2.672 0.02 0.02 -0.01 0.25
H -1.786 -2.697 0.840 -0.01 0.00 -0.01 0.21
H 1.041 -3.936 3.798 0.00 0.02 -0.02 0.24
H 3.212 -2.626 3.976 -0.03 0.02 -0.04 0.23
H 4.600 -0.789 3.109 -0.02 0.01 -0.04 0.23
H 3.935 0.470 1.107 0.03 0.00 0.04 0.23
H 4.322 0.337 -0.905 0.03 0.02 -0.03 0.23
H 5.225 1.988 -2.498 -0.01 -0.02 0.02 0.23
H 3.730 3.424 -3.817 -0.03 -0.02 0.02 0.23
H 1.353 4.040 -4.449 0.00 -0.02 0.03 0.24
H -1.080 3.631 -4.155 0.01 -0.01 0.01 0.25
H -1.823 1.939 -2.499 -0.05 0.00 -0.01 0.21
O -6.092 -0.620 1.545 0.00 0.11 0.12 -0.61
C -4.858 -0.380 1.100 -0.10 -0.13 0.02 0.38
C -3.946 0.444 1.766 -0.24 0.12 0.12 -0.28
C -2.706 0.608 1.209 0.08 0.06 0.12 0.14
N -2.366 0.009 0.072 -0.90 -0.11 0.16 -0.53
C -3.219 -0.815 -0.553 0.17 -0.18 -0.26 0.11
C -4.476 -1.041 -0.077 -0.30 0.01 -0.01 -0.25
C -2.570 -1.524 -1.732 0.18 0.27 0.22 0.75
O -3.143 -2.293 -2.439 -0.10 -0.11 -0.12 -0.52
O -1.282 -1.174 -1.817 -0.59 -0.31 -0.29 -0.72
C -1.542 1.357 1.826 -0.04 -0.06 -0.13 0.75
O -1.643 1.954 2.858 0.07 0.08 0.04 -0.53
O -0.455 1.218 1.084 -0.39 -0.02 0.02 -0.71
H -6.273 -0.138 2.364 -0.01 -0.04 -0.07 0.50
H -4.177 0.943 2.700 0.00 -0.03 -0.04 0.26
H -5.148 -1.715 -0.592 0.01 0.03 0.05 0.28

***

2.
53
Properties=species:S:1:pos:R:3:forces:R:3:nbo_charge:R:1 method="wB97M-V/def2-TZVPD" fmax_ev_per_a=0.2 lumo_energy_ev=-1.6 de_lowest_kcal_mol=0.00 spin_multiplicity=1 gap_ev=6.12
Al -0.984 0.113 0.309 0.06 -0.10 -0.11 1.93
Cl -2.784 1.039 -6.147 0.00 0.00 0.01 0.02
C -2.498 1.304 -4.459 -0.01 0.02 -0.01 -0.07
C -1.731 0.377 -3.768 0.02 0.00 0.04 -0.24
C -1.472 0.552 -2.417 0.01 0.05 0.14 0.21
N -0.757 -0.357 -1.588 -0.11 0.08 0.01 -0.85
C 0.168 -1.160 -2.176 0.13 -0.04 -0.06 0.63
O 0.622 -1.040 -3.309 -0.05 -0.01 0.06 -0.63
C 0.729 -2.310 -1.353 -0.02 0.04 0.00 0.12
C 1.992 -2.798 -1.680 -0.05 -0.01 0.00 -0.22
C 2.500 -3.860 -0.954 0.01 0.00 0.02 -0.17
C 1.726 -4.412 0.058 0.02 -0.02 -0.03 -0.26
C 0.478 -3.865 0.301 -0.05 -0.04 -0.01 0.03
N -0.011 -2.828 -0.378 0.01 0.02 0.00 -0.43
C -2.012 1.676 -1.758 0.00 -0.10 -0.06 0.10
C -2.780 2.598 -2.455 0.05 -0.04 0.00 -0.24
C -3.014 2.413 -3.809 0.00 -0.02 -0.02 -0.06
Cl -3.961 3.593 -4.653 0.00 -0.01 0.00 0.01
N -1.713 1.725 -0.383 0.07 -0.09 -0.03 -0.84
C -2.004 2.778 0.404 -0.04 0.01 -0.04 0.64
O -2.585 3.816 0.135 -0.02 0.04 -0.04 -0.61
C -1.476 2.572 1.800 0.03 0.00 0.01 0.15
C -1.650 3.532 2.780 -0.01 0.02 -0.02 -0.20
C -1.097 3.305 4.026 -0.01 0.02 0.03 -0.13
C -0.387 2.134 4.247 0.02 -0.03 0.01 -0.25
C -0.269 1.224 3.214 -0.03 0.02 -0.03 0.08
N -0.807 1.435 2.010 -0.01 -0.10 0.13 -0.54
H -1.329 -0.468 -4.300 0.00 0.00 -0.01 0.25
H 2.533 -2.350 -2.500 0.00 0.03 -0.03 0.25
H 3.481 -4.259 -1.178 0.00 0.00 0.00 0.22
H 2.075 -5.253 0.640 0.01 -0.01 0.01 0.23
H -0.160 -4.266 1.082 -0.01 0.00 0.01 0.21
H -3.190 3.457 -1.952 0.00 0.01 0.01 0.27
H -2.204 4.425 2.532 0.00 0.00 -0.01 0.26
H -1.212 4.033 4.819 0.00 0.00 0.00 0.23
H 0.064 1.920 5.205 0.00 -0.01 0.00 0.23
H 0.262 0.294 3.353 0.01 -0.01 0.02 0.21
N 6.300 -0.898 0.818 0.02 -0.01 0.01 -0.24
C 5.166 -0.726 0.787 -0.02 0.00 -0.02 0.25
C 3.742 -0.517 0.742 0.03 0.03 -0.03 -0.11
C 3.201 0.443 -0.106 0.02 0.00 0.03 -0.15
C 1.830 0.588 -0.134 -0.02 -0.03 0.01 0.07
N 1.016 -0.161 0.622 0.08 0.15 -0.04 -0.57
C 1.540 -1.072 1.445 0.02 0.04 0.03 0.08
C 2.901 -1.283 1.537 -0.05 -0.01 0.01 -0.19
H 3.830 1.050 -0.740 0.00 0.01 0.00 0.24
H 1.351 1.296 -0.801 0.01 0.00 0.00 0.24
H 0.838 -1.657 2.027 -0.02 0.01 0.01 0.25
H 3.293 -2.041 2.200 0.00 0.00 0.00 0.25
I -1.897 -1.955 3.117 0.07 0.01 -0.07 0.02
C -2.211 -1.212 1.117 -0.16 0.03 0.08 -1.15
H -3.232 -0.829 1.155 0.02 0.03 0.02 0.24
H -2.210 -2.116 0.517 -0.03 0.01 -0.05 0.25

***

3.
52
Properties=species:S:1:pos:R:3:forces:R:3:nbo_charge:R:1 method="wB97M-V/def2-TZVPD" fmax_ev_per_a=0.7 lumo_energy_ev=-12.0 de_lowest_kcal_mol=0.00 charge=+3 spin_multiplicity=1 gap_ev=5.06
Pd -0.349 -0.662 -0.861 -0.02 0.38 0.58 1.00
Br 1.154 -6.986 0.268 0.01 -0.06 0.01 0.25
C 0.768 -5.200 -0.043 -0.04 -0.03 0.04 -0.03
C 1.618 -4.415 -0.815 0.01 0.07 -0.04 -0.25
C 1.293 -3.090 -1.003 0.06 -0.01 0.06 0.08
N 0.198 -2.532 -0.473 0.41 -0.19 -0.09 -0.44
C -0.658 -3.301 0.233 0.07 -0.22 -0.05 0.16
C -0.392 -4.633 0.477 0.05 0.04 -0.05 -0.22
C -1.886 -2.615 0.632 -0.11 -0.10 0.17 0.25
C -2.901 -3.190 1.369 -0.05 0.04 0.03 -0.24
C -4.033 -2.434 1.663 0.06 -0.05 -0.01 -0.04
Br -5.421 -3.181 2.641 -0.05 -0.02 0.03 0.24
C -4.104 -1.122 1.214 0.04 0.03 -0.03 -0.24
C -3.048 -0.618 0.483 -0.03 0.05 -0.04 0.07
N -1.966 -1.348 0.194 -0.35 0.40 -0.26 -0.47
H 2.509 -4.829 -1.265 0.00 0.01 0.00 0.27
H 1.920 -2.449 -1.609 0.00 -0.02 0.04 0.21
H -1.080 -5.242 1.044 0.00 0.00 0.00 0.26
H -2.830 -4.211 1.714 0.00 -0.01 0.01 0.26
H -4.965 -0.502 1.421 0.00 0.00 0.00 0.27
H -3.064 0.395 0.107 -0.03 -0.02 0.02 0.23
C -1.162 4.849 -0.967 -0.01 -0.01 -0.01 -0.64
C -1.469 3.507 -1.569 -0.01 0.00 0.04 -0.02
C -2.279 3.361 -2.694 -0.03 -0.03 -0.05 -0.09
C -2.535 2.105 -3.215 0.01 0.10 0.08 -0.24
C -1.971 1.012 -2.586 -0.13 0.02 -0.13 0.12
Br -2.273 -0.709 -3.267 0.01 -0.16 -0.14 0.17
N -1.201 1.118 -1.501 0.24 -0.05 -0.01 -0.52
C -0.958 2.348 -1.014 0.08 0.00 0.14 0.05
H -1.621 5.648 -1.543 0.00 0.00 0.00 0.25
H -0.087 5.031 -0.944 0.00 0.00 0.00 0.24
H -1.540 4.915 0.054 0.00 0.00 0.00 0.24
H -2.711 4.234 -3.168 0.01 0.00 0.00 0.26
H -3.154 1.969 -4.089 0.00 -0.01 0.00 0.27
H -0.332 2.390 -0.131 -0.07 0.00 -0.12 0.20
Cl 0.327 1.891 4.253 -0.02 -0.01 0.02 0.29
C 1.544 1.701 3.143 -0.04 -0.11 -0.18 0.04
C 2.828 2.079 3.396 0.01 -0.05 -0.13 -0.31
C 3.813 1.897 2.405 -0.14 0.01 0.05 0.18
Cl 5.353 2.378 2.782 0.08 0.02 0.00 0.32
C 3.544 1.313 1.094 0.08 0.03 0.03 -0.11
C 4.543 1.142 0.132 -0.01 -0.02 -0.03 -0.07
C 4.198 0.565 -1.075 -0.01 0.02 0.05 -0.20
C 2.883 0.173 -1.274 -0.04 0.07 -0.11 0.10
N 1.909 0.327 -0.361 -0.08 -0.19 -0.52 -0.44
C 2.243 0.898 0.789 -0.02 -0.06 0.18 0.13
C 1.149 1.090 1.798 0.13 0.12 0.22 0.49
O 0.009 0.814 1.563 -0.10 -0.01 0.17 -0.41
H 3.102 2.518 4.347 0.02 0.00 0.00 0.30
H 5.561 1.452 0.324 0.00 0.00 -0.01 0.27
H 4.931 0.419 -1.857 0.00 0.00 0.00 0.28
H 2.593 -0.269 -2.221 0.00 0.01 0.04 0.23

***

4.
52
Properties=species:S:1:pos:R:3:forces:R:3:nbo_charge:R:1 method="wB97M-V/def2-TZVPD" fmax_ev_per_a=1.1 lumo_energy_ev=2.1 de_lowest_kcal_mol=6.84 charge=-1 spin_multiplicity=1 gap_ev=7.54
Rh 0.912 -0.111 0.708 -0.43 -0.65 -0.71 0.59
Cl 4.008 -3.658 6.500 0.00 0.01 -0.03 -0.04
C 3.521 -2.961 4.972 0.05 -0.02 0.01 -0.12
C 4.420 -2.997 3.883 0.00 0.00 0.04 -0.19
C 4.078 -2.459 2.680 -0.04 0.00 -0.03 -0.23
C 2.803 -1.834 2.468 -0.03 -0.01 0.00 0.45
O 2.549 -1.316 1.340 0.12 0.30 0.26 -0.69
C 1.901 -1.852 3.577 -0.01 0.13 0.07 -0.33
C 0.558 -1.397 3.464 0.06 -0.13 -0.09 0.46
O -0.038 -1.036 2.443 -0.30 0.45 0.01 -0.63
C 2.294 -2.401 4.821 -0.01 0.03 -0.01 -0.14
H 5.391 -3.456 4.020 0.00 0.00 0.00 0.22
H 4.763 -2.473 1.843 0.00 0.00 0.00 0.22
H -0.027 -1.417 4.398 -0.03 -0.12 -0.03 0.13
H 1.595 -2.382 5.649 0.00 0.00 0.00 0.22
O 0.041 3.636 2.396 0.00 0.00 -0.03 -0.66
C 0.287 2.705 1.649 0.04 -0.04 0.01 0.79
O 0.852 1.596 1.980 0.56 -0.08 0.22 -0.75
C -0.071 2.815 0.153 -0.03 0.06 -0.02 -0.88
P -0.591 1.164 -0.375 -0.23 0.07 0.46 1.28
C -0.765 1.182 -2.180 0.05 -0.08 -0.04 -0.42
C -0.064 2.095 -2.965 0.00 -0.04 -0.01 -0.13
C -0.160 2.046 -4.347 -0.01 0.01 -0.01 -0.22
C -0.952 1.084 -4.956 0.01 0.01 -0.01 -0.19
C -1.664 0.180 -4.182 -0.01 -0.02 0.03 -0.21
C -1.575 0.231 -2.800 0.04 -0.01 0.02 -0.18
C -2.320 1.030 0.183 -0.02 0.05 -0.04 -0.40
C -2.650 0.263 1.294 -0.04 0.03 -0.01 -0.19
C -3.968 0.212 1.735 0.00 0.01 -0.01 -0.20
C -4.955 0.922 1.072 -0.01 -0.01 0.02 -0.20
C -4.630 1.690 -0.039 0.01 0.00 -0.02 -0.24
C -3.320 1.744 -0.481 0.01 0.03 0.00 -0.13
H 0.853 3.066 -0.374 -0.02 -0.02 -0.03 0.26
H -0.819 3.586 -0.028 0.02 0.01 0.01 0.25
H 0.582 2.829 -2.504 0.01 0.00 0.00 0.21
H 0.402 2.749 -4.948 0.01 -0.02 0.00 0.22
H -1.003 1.030 -6.036 0.00 0.00 0.00 0.21
H -2.270 -0.585 -4.649 0.01 0.00 -0.01 0.22
H -2.121 -0.484 -2.199 0.01 -0.02 0.01 0.23
H -1.884 -0.284 1.821 0.04 -0.02 0.01 0.26
H -4.217 -0.387 2.601 0.00 0.00 0.00 0.21
H -5.980 0.880 1.419 0.00 -0.01 0.00 0.21
H -5.399 2.245 -0.562 0.00 0.01 0.00 0.21
H -3.071 2.336 -1.353 -0.01 0.00 0.01 0.21
S 0.423 -1.775 -0.817 0.22 -0.21 0.05 0.05
C 1.483 -0.988 -1.917 -0.08 -0.10 -0.29 -0.21
S 2.230 0.335 -1.119 0.07 0.39 0.14 0.10
C 1.649 -1.313 -3.245 -0.01 0.00 0.00 -0.48
C 2.520 -0.559 -4.083 -0.04 -0.01 0.03 0.32
N 3.220 0.057 -4.760 0.01 0.02 0.00 -0.37
C 0.896 -2.368 -3.833 0.08 -0.03 -0.03 0.32
N 0.285 -3.216 -4.319 -0.03 0.02 0.02 -0.37